{"formula": "C5H10N3O2", "method": "ωB97M-V/def2-TZVPD", "species": ["C", "C", "C", "C", "C", "N", "N", "N", "O", "O", "H", "H", "H", "H", "H", "H", "H", "H", "H", "H"], "xyz": [[-0.71771, 0.01849, -0.06090], [-0.53118, -1.08714, 0.84314], [1.07694, 1.65166, 0.77093], [-0.31848, 2.14787, -1.26365], [0.03440, 1.18403, -0.24906], [-0.23528, -2.75312, -0.75849], [0.74929, -2.16677, -1.41644], [-0.30411, -0.93466, 2.10504], [0.97270, -2.74488, -2.43929], [-0.72486, -2.33704, 0.47248], [1.76182, 0.93314, 1.04298], [0.54169, 1.99384, 1.73886], [1.45252, 2.51860, 0.40210], [0.44264, 2.84882, -1.51451], [-1.06041, 2.84245, -0.85689], [-0.64587, 1.73704, -2.19495], [-1.32448, -0.25970, -0.81305], [-0.60312, -3.78868, -1.07274], [-0.52829, -0.04559, 2.51607], [-0.03821, -1.75835, 2.74837]], "atomic_forces_ev_per_a": [[3.1, 1.6, 0.9], [0.1, 1.5, -0.9], [-4.4, -0.3, 1.3], [-0.5, 0.9, -0.7], [-0.7, -2.1, 3.3], [-2.3, -3.7, -1.3], [0.3, 0.4, 0.3], [0.7, -1.9, 2.3], [0.4, -0.1, -0.2], [0.9, -0.7, 0.5], [1.7, -1.5, 0.4], [0.6, -0.6, -1.4], [1.8, 2.3, -1.0], [1.2, 0.2, -0.1], [-0.5, -0.3, 0.0], [-0.6, -0.4, -0.4], [-2.2, -0.7, -2.7], [1.0, 3.3, 1.0], [0.3, 0.2, 0.2], [-0.8, 1.8, -1.5]], "total_energy_ha": -510.81919, "de_lowest_kj_mol": 584.67, "orbital_gap_ev": 8.759, "smiles": "CC(C)=CC(=[NH2+])ONN=O", "charge": 1, "homo_ev": -13.56}